108
Properties=species:S:1:pos:R:3:forces:R:3:mulliken_charge:R:1 method="wB97M-V/def2-TZVPD" total_energy_ha=-10068.0704 multiplicity=1 largest_force_ev_per_a=2.95 e_above_lowest_kj_mol=0.0 charge=+1 e_homo_ev=-9.28
Sn -0.472352 -2.301573 2.140190 0.078 0.462 0.819 0.41
C 6.433011 -4.388049 2.864983 1.323 0.560 0.449 -1.26
C 6.632248 -2.955509 2.357334 -0.349 0.067 0.518 -0.39
N 5.316151 -2.263039 2.075247 1.578 -0.501 -0.452 0.00
C 4.363257 -2.271505 3.039364 1.126 -0.606 0.864 -0.49
C 3.073696 -1.967246 2.872026 -0.429 0.129 -1.805 0.17
C 2.152818 -2.018607 4.032091 -0.779 0.592 -0.099 0.29
O 2.610250 -1.622834 5.087785 -0.342 -0.389 0.472 -0.63
O 0.942682 -2.421225 3.784701 0.307 -0.146 0.255 -0.60
C 2.626633 -1.562639 1.547144 0.556 -0.037 0.536 1.51
O 1.485746 -1.152966 1.322274 -0.228 -0.051 -0.586 -0.76
C 3.638733 -1.589068 0.468619 0.453 0.314 0.790 0.45
C 3.239268 -1.256899 -0.833935 -1.587 -0.728 0.506 -0.85
C 4.148817 -1.293111 -1.838133 -1.062 0.499 -0.614 0.63
F 3.711777 -1.071540 -3.108090 0.451 -0.158 0.258 -0.35
C 5.479007 -1.506717 -1.573648 1.566 0.138 -0.282 -1.05
C 5.925928 -1.745989 -0.284614 -1.234 -0.720 0.301 -0.96
C 4.999592 -1.878830 0.797505 -0.563 0.285 -1.640 0.09
N 6.487493 -1.405886 -2.611460 -1.122 2.102 1.143 0.60
C 6.345599 -0.248597 -3.520752 0.864 -1.124 0.477 -0.61
C 7.732843 0.082505 -4.100831 0.525 1.285 -0.097 -0.74
N 8.755571 -0.828359 -3.452956 0.133 1.108 -0.973 -0.18
C 8.436983 -2.279200 -3.673957 0.474 0.440 -0.186 -0.61
C 6.996707 -2.555743 -3.204553 0.392 -2.779 -0.899 -0.56
H 7.315527 -5.018749 2.696463 -0.199 0.223 -0.436 0.36
H 5.566847 -4.833867 2.450048 -0.829 -0.604 -0.260 0.38
H 6.414319 -4.333455 3.944745 -0.676 -0.250 0.299 0.42
H 7.293165 -2.942125 1.497091 -0.405 0.205 -0.209 0.20
H 7.159069 -2.436855 3.158900 -0.126 0.454 -0.205 0.37
H 4.725424 -2.582125 4.025943 -0.229 0.201 -0.333 0.54
H 2.135244 -1.157265 -1.044412 1.429 0.195 0.301 0.51
H 6.962289 -1.987385 -0.234955 0.607 0.119 0.479 0.34
H 5.986575 0.589101 -2.945292 -0.332 0.169 0.016 0.46
H 5.692927 -0.518026 -4.322283 -0.695 0.242 -0.613 0.45
H 7.977048 1.189320 -3.952074 0.065 -1.673 0.073 0.32
H 7.833394 -0.102698 -5.155483 -0.258 -0.109 -0.487 0.38
H 8.653475 -0.585478 -2.484916 0.360 -0.287 0.985 0.37
H 9.720165 -0.625144 -3.788385 -0.846 -0.035 0.407 0.32
H 9.156360 -2.785257 -3.034887 0.128 -0.387 -0.411 0.35
H 8.600919 -2.443844 -4.758890 -0.003 -0.208 0.794 0.34
H 7.031906 -3.389578 -2.449524 -0.124 0.810 -0.737 0.38
H 6.452245 -2.972787 -4.103523 -0.013 0.523 0.796 0.32
C -1.200697 -0.690325 -3.367402 -1.275 -0.642 0.164 -1.41
As -2.557944 0.032987 -2.070823 0.686 -0.634 -0.201 0.52
C -1.266445 1.247052 -1.240523 -1.001 1.484 0.742 -0.78
C -3.275483 1.153239 -3.501743 -0.032 0.577 0.512 -1.54
C -4.431723 2.109982 -3.151434 -1.018 0.301 -1.549 2.77
C -3.877423 3.423503 -2.533939 -1.634 -0.669 -1.806 -1.82
C -5.486022 1.450578 -2.269112 -0.589 -1.144 0.660 -2.08
As -5.198033 1.475918 -0.246403 -1.006 -0.213 -0.909 0.57
C -6.403558 -0.107926 -0.049772 -0.484 0.877 -1.905 -1.30
C -6.591374 2.879474 0.091952 0.526 -0.594 1.020 -1.19
C -5.221187 2.343902 -4.510449 0.332 0.530 -0.001 -2.05
As -4.533784 2.968945 -6.283292 -0.471 0.016 0.279 0.31
C -2.932502 3.930474 -5.790071 0.459 1.431 0.701 -1.11
C -3.599207 1.386600 -6.953730 1.125 0.440 1.045 -1.04
H -0.658260 0.047069 -3.908457 0.241 1.037 -0.409 0.37
H -1.750064 -1.303513 -4.088720 0.023 0.079 0.018 0.41
H -0.468163 -1.330135 -2.935037 0.486 -0.612 0.728 0.45
H -0.785987 1.739339 -2.089123 0.363 0.103 0.384 0.31
H -0.603601 0.671736 -0.615568 0.535 -0.307 -0.067 0.18
H -1.699828 2.024828 -0.523799 0.274 -1.026 -1.172 0.19
H -3.568878 0.460626 -4.279786 -0.369 -0.336 -0.043 0.75
H -2.432143 1.689518 -3.938469 0.029 0.215 0.108 0.13
H -3.579249 3.156425 -1.564808 1.219 0.053 1.299 0.40
H -4.617078 4.229887 -2.432659 -0.067 -0.331 -0.203 0.24
H -3.135201 3.725299 -3.249717 0.768 0.547 0.455 0.47
H -5.621315 0.354606 -2.566680 0.198 1.375 0.377 0.43
H -6.494998 1.928166 -2.357844 0.851 -0.271 -0.170 0.59
H -7.241144 -0.120335 -0.794566 0.724 0.479 0.265 0.40
H -6.919220 -0.091789 0.875992 0.120 -0.498 1.257 0.42
H -5.804397 -0.962525 -0.329610 0.136 -0.469 0.690 0.36
H -7.550755 2.503435 -0.298864 0.333 0.468 0.165 0.34
H -6.288412 3.858303 -0.291237 -0.178 -0.270 -0.197 0.38
H -6.603345 2.966024 1.204904 -0.358 -0.021 -0.759 0.33
H -6.050827 3.032112 -4.367631 -0.026 0.305 0.398 0.58
H -5.736874 1.433793 -4.795436 0.024 -0.533 0.073 0.60
H -3.130787 4.952266 -5.303467 0.268 -1.661 -0.563 0.26
H -2.365772 4.116945 -6.690625 0.013 0.235 -0.484 0.45
H -2.265008 3.298625 -5.197811 -0.184 0.295 0.276 0.22
H -4.293732 0.589546 -7.078135 -0.459 -0.887 0.376 0.35
H -2.719245 1.155001 -6.282688 -1.003 -0.101 -0.924 0.17
H -3.278656 1.595492 -7.956157 0.497 0.320 -0.464 0.41
S -2.454967 -2.498685 4.013952 0.249 -0.148 -0.108 -0.56
P -2.174290 -0.527587 4.227025 0.097 0.177 0.310 1.49
S -0.813731 0.195580 2.897464 -0.288 -0.354 -0.280 -0.41
C -3.782519 0.299198 4.129631 1.280 0.584 -0.363 0.27
C -4.994145 -0.354738 4.078251 0.332 0.262 0.253 -0.32
C -6.148799 0.387651 4.275358 0.012 0.128 0.424 -0.68
C -6.072246 1.768589 4.458098 -0.022 -0.668 -0.409 -0.63
C -4.840798 2.410588 4.404433 -0.837 0.628 -0.765 -0.60
C -3.703746 1.690734 4.208618 1.529 0.250 0.834 -0.30
C -1.571639 -0.089581 5.901722 -0.519 -0.420 -0.869 0.59
C -2.494666 0.024543 6.918965 -1.772 0.420 0.066 -0.38
C -2.096973 0.133133 8.213672 1.459 -0.130 1.241 -0.69
C -0.727254 0.062069 8.553728 -0.495 0.150 -1.582 -0.44
C 0.219001 -0.035041 7.522770 -0.314 0.131 0.506 -0.77
C -0.229150 -0.083963 6.195783 0.879 -0.279 0.250 -0.05
H -4.978586 -1.420063 3.939363 -0.269 -0.304 0.076 0.42
H -7.076703 -0.149380 4.403820 -0.256 0.164 -0.297 0.46
H -6.982373 2.323877 4.564048 -0.277 0.278 0.214 0.44
H -4.760333 3.485596 4.361256 -0.232 0.188 0.424 0.41
H -2.729123 2.260396 4.285778 -1.029 -1.046 -0.387 0.24
H -3.587681 0.111161 6.780143 0.721 -0.280 -0.472 0.16
H -2.840480 0.249829 8.982710 -0.091 0.019 0.225 0.41
H -0.425063 0.124566 9.571459 0.224 -0.012 0.638 0.42
H 1.290144 -0.075228 7.776866 -0.624 0.014 -0.369 0.38
H 0.475090 -0.179549 5.382930 0.177 -0.031 0.061 0.15